The following is a DFT calculation (the ωB97M-V functional and the def2-TZVPD basis) of a molecular structure, C7H7CoO6S at a distorted geometry.

Atoms and positions in Å:
Co  -1.25  1.23  -1.51
S  1.75  -1.44  1.39
O  1.68  1.53  -1.64
O  -0.92  2.67  -4.81
O  -4.15  1.17  -1.76
O  -0.95  -1.77  -1.36
O  1.08  -0.93  0.16
O  -1.08  1.52  1.35
C  -1.07  -0.68  -1.91
C  0.50  -2.15  2.43
C  0.53  1.41  -1.67
C  -1.14  1.35  0.21
C  -1.06  1.87  -4.00
C  2.22  0.06  2.30
C  -3.03  1.14  -1.51
H  1.48  0.29  3.09
H  2.32  0.90  1.60
H  0.12  -3.07  2.01
H  -0.36  -1.52  2.56
H  0.91  -2.42  3.39
H  3.21  -0.26  2.69
H  -0.80  -0.90  -2.99

Its HOMO-LUMO gap (alpha / beta) is 8.30 / 7.03 eV. The calculation puts the energy at -68095.8688 eV. As for the HOMO energy (alpha / beta): -15.981 / -18.692 eV. Its spin multiplicity is 5. The net charge is +2. The energy above the lowest of the compared OMol25 structures with the same formula, charge and spin is 0.0 kJ/mol.